No. 1
# C48H43GeInN5S4

C48H43GeInN5S4 as an isolated structure in a non-equilibrium geometry (ωB97M-V/def2-TZVPD, the OMol25 dataset).

```
102
Properties=species:S:1:pos:R:3:forces:R:3:mulliken_spin:R:1
In 0.285 -0.092 0.973 -0.38 0.20 0.45 -0.007
C -1.235 0.093 3.796 2.00 1.49 -0.30 -0.001
N -1.739 -0.306 2.494 -0.06 -0.85 0.25 -0.003
C -2.106 -1.736 2.546 1.40 -0.46 0.08 -0.008
C -1.804 -2.465 1.229 0.44 0.23 0.40 0.018
C -2.454 -3.575 0.765 1.76 -0.41 -1.67 -0.008
C -1.891 -4.357 -0.295 0.56 0.96 0.79 0.012
C -0.646 -4.035 -0.808 -0.45 2.16 0.80 -0.022
C -0.126 -2.781 -0.375 -0.89 -1.60 1.10 0.037
N -0.670 -2.062 0.615 -0.05 -0.26 -0.91 -0.008
C -2.866 0.512 2.073 -0.36 -0.44 -0.22 0.000
C -2.446 1.623 1.108 -1.66 -1.33 1.13 0.000
C -3.245 2.756 0.991 0.78 -1.48 -0.21 0.001
C -2.893 3.639 0.029 0.97 1.71 -0.79 0.000
C -1.729 3.451 -0.742 -1.09 -0.16 0.15 0.000
C -1.083 2.249 -0.567 1.59 0.79 -0.95 0.000
N -1.413 1.346 0.348 -0.26 0.26 -0.44 0.003
C -0.004 -0.742 4.158 -0.63 0.12 -0.19 0.016
C 0.315 -1.089 5.455 -0.52 0.76 -0.47 -0.003
C 1.458 -1.785 5.705 0.64 -0.62 -0.63 0.000
C 2.199 -2.233 4.639 0.83 -0.17 1.04 -0.055
C 1.815 -1.884 3.387 0.89 0.05 -1.52 0.053
N 0.747 -1.143 3.133 0.02 0.64 -0.51 -0.036
H -1.986 0.063 4.559 -0.56 -0.26 0.64 0.000
H -0.880 1.174 3.709 -0.42 -1.28 0.11 0.000
H -3.072 -1.864 3.003 -0.88 -0.22 -0.44 0.000
H -1.437 -2.223 3.298 -0.33 0.22 -0.75 0.003
H -3.325 -3.902 1.212 -1.76 -0.54 0.87 -0.005
H -2.407 -5.206 -0.675 -0.41 -0.60 0.00 0.000
H -0.093 -4.550 -1.570 -0.07 -0.40 -0.14 -0.007
H 0.824 -2.447 -0.707 0.55 0.31 -0.47 0.006
H -3.396 0.899 2.961 0.08 0.14 -0.34 0.000
H -3.573 -0.206 1.584 0.37 0.93 -0.06 0.000
H -4.105 2.876 1.605 -0.46 0.13 0.44 0.000
H -3.447 4.561 -0.011 -0.13 0.24 -0.41 0.000
H -1.366 4.169 -1.486 -0.27 -0.30 0.44 0.000
H -0.158 2.040 -1.137 -0.72 0.02 0.32 0.000
H -0.283 -0.734 6.247 -0.69 0.33 0.79 0.000
H 1.805 -1.993 6.679 0.06 -0.17 1.09 0.002
H 3.123 -2.782 4.778 -0.15 -0.04 -0.02 -0.004
H 2.491 -2.126 2.560 -0.57 -0.04 -0.01 0.046
S 1.456 0.169 -1.192 -0.15 -0.81 -0.17 0.000
S 2.953 -3.716 0.172 0.48 0.55 -0.53 0.285
S 2.571 -5.104 1.486 -0.65 -0.14 0.62 0.407
S 0.887 -4.642 2.470 0.06 -0.46 -0.01 0.271
C 1.570 -4.863 -4.657 0.34 -0.72 -0.12 0.000
C 2.407 -4.144 -3.794 0.38 -0.99 -0.91 0.004
C 1.990 -2.969 -3.258 -0.92 1.25 0.82 0.005
C 0.704 -2.416 -3.495 1.31 -1.50 -0.33 -0.003
C -0.087 -3.128 -4.369 -1.61 -0.19 -0.82 -0.001
C 0.309 -4.360 -4.946 0.52 0.53 0.58 0.001
Ge 0.217 -0.676 -2.882 -0.59 1.32 0.84 -0.001
C -1.754 -0.386 -2.476 0.76 -2.15 0.10 0.000
C -2.321 0.767 -2.884 0.30 1.79 -0.21 0.000
C -3.615 1.116 -2.579 -1.61 -0.03 0.22 0.000
C -4.508 0.191 -1.991 1.32 0.20 -0.42 0.000
C -3.986 -1.062 -1.687 1.79 0.72 -0.67 0.000
C -2.615 -1.320 -1.888 -1.42 3.18 -1.00 -0.002
C 0.767 0.561 -4.290 -0.78 -0.50 0.11 0.001
C 1.980 1.209 -4.222 1.26 0.25 0.73 0.000
C 2.432 2.025 -5.244 -0.25 -0.14 0.58 0.000
C 1.659 2.138 -6.365 0.25 1.64 -0.99 0.000
C 0.422 1.557 -6.454 -0.16 -0.39 0.48 0.000
C -0.035 0.752 -5.402 0.31 0.23 -1.51 0.000
H 1.943 -5.837 -5.082 -0.61 1.17 0.40 0.000
H 3.418 -4.508 -3.612 -0.27 0.07 0.18 0.001
H 2.636 -2.458 -2.575 0.42 0.30 0.28 0.001
H -1.088 -2.700 -4.631 0.80 -0.59 0.16 0.000
H -0.324 -4.928 -5.601 -0.38 0.11 -0.18 0.000
H -1.670 1.447 -3.400 -0.11 0.65 -0.22 0.000
H -3.966 2.112 -2.840 -0.03 -0.17 -0.04 0.000
H -5.554 0.415 -1.855 -0.07 0.12 0.07 0.000
H -4.573 -1.884 -1.413 -1.03 -0.90 0.67 0.000
H -2.228 -2.234 -1.786 1.01 -3.56 0.92 0.001
H 2.633 1.088 -3.351 -0.42 0.04 -0.20 -0.001
H 3.289 2.659 -5.118 0.52 -0.18 -0.02 0.000
H 1.976 2.845 -7.143 -0.10 -0.44 0.16 0.000
H -0.144 1.801 -7.333 -0.51 -0.35 -0.19 0.000
H -0.955 0.218 -5.588 -0.34 -0.04 0.46 0.000
C 4.717 1.067 3.609 -0.11 0.83 0.97 0.004
C 3.827 1.981 4.231 0.10 -0.70 -0.64 0.000
C 2.560 2.187 3.696 -0.24 -0.06 0.50 0.001
C 2.191 1.521 2.526 0.56 -0.24 -0.56 -0.003
C 3.097 0.672 1.877 0.13 0.21 -0.76 -0.004
C 4.356 0.441 2.427 -0.03 -0.35 -0.47 -0.003
N 0.918 1.678 1.984 -0.69 0.16 -0.20 0.001
C 0.566 3.028 1.720 -1.40 -0.11 1.35 0.000
C 1.305 3.817 0.881 0.16 1.75 -0.61 0.001
C 1.078 5.201 0.762 -0.10 0.94 -0.21 0.000
C 0.110 5.842 1.536 -0.28 -0.91 -0.02 0.000
C -0.715 5.034 2.363 1.26 -0.21 -1.00 0.000
C -0.529 3.648 2.389 0.37 0.28 0.71 0.000
H 5.664 0.928 4.146 -0.23 -0.19 -0.69 0.000
H 4.168 2.484 5.129 -0.22 -0.02 0.01 0.000
H 1.752 2.767 4.179 0.84 -0.04 -0.15 0.000
H 2.852 0.301 0.829 0.49 0.29 1.61 0.003
H 5.014 -0.217 1.848 0.01 0.23 0.55 0.003
H 2.062 3.374 0.288 0.80 -0.48 -0.41 0.000
H 1.620 5.909 0.073 -0.17 -1.38 0.63 0.000
H 0.014 6.927 1.414 -0.21 -0.48 0.41 0.000
H -1.415 5.475 3.033 -0.66 0.29 0.21 0.000
H -1.188 3.071 3.068 0.65 0.28 -0.48 0.000
```
Forces are in eV/Å.

Output
E_LUMO (alpha / beta), eV: 0.080 / -0.025
Frontier orbital gap (alpha / beta), eV: 6.0 / 6.8
Charge: 0
Multiplicity: 2
E_HOMO (alpha / beta), eV: -5.963 / -6.874

---

No. 2
# ClH10O7V

ClH10O7V as an isolated structure in a non-equilibrium geometry (ωB97M-V/def2-TZVPD, the OMol25 dataset).

```
19
Properties=species:S:1:pos:R:3:forces:R:3:mulliken_charge:R:1
O 0.366 2.288 0.126 -1.41 -2.81 0.43 -0.559
V -0.385 0.879 0.318 -0.62 2.83 0.88 1.707
O -1.316 0.995 1.595 1.51 -0.17 -1.81 -0.531
Cl -4.050 0.866 -2.742 0.67 -0.05 0.52 -0.641
O 1.709 -1.584 -2.924 -0.08 0.14 0.34 -0.621
H 1.507 -2.323 -3.497 -0.17 -0.18 -0.14 0.315
H 2.549 -1.255 -3.244 0.20 0.11 -0.09 0.314
O 1.971 3.028 -6.311 -0.17 -0.06 -0.06 -0.628
H 2.321 2.990 -5.421 0.02 0.01 0.24 0.309
H 2.738 3.179 -6.864 0.16 0.05 -0.19 0.319
O -1.011 -4.359 0.678 0.05 0.27 0.10 -0.638
H -1.661 -4.895 0.225 -0.24 -0.08 -0.12 0.323
H -0.208 -4.879 0.649 0.22 -0.12 0.02 0.317
O -4.623 2.578 6.013 -0.06 0.18 -0.08 -0.634
H -4.828 1.661 5.827 -0.10 -0.22 -0.10 0.318
H -3.990 2.541 6.730 0.15 0.04 0.18 0.316
O 2.719 -0.557 2.649 -0.27 0.04 -0.29 -0.620
H 3.633 -0.274 2.656 0.24 0.11 -0.06 0.316
H 2.561 -0.880 3.537 -0.11 -0.10 0.23 0.319
```
Forces are in eV/Å.

Output
E_LUMO, eV: -3.984
Frontier orbital gap, eV: 3.7
Charge: 0
Multiplicity: 1
E_HOMO, eV: -7.710

---

For each record above, in turn, the calculated energy relative to the best compared isomer or geometry (same formula, charge and spin) values are 0.000 4.174 eV.